Entry 1:
ORCA calculation (ωB97M-V/def2-TZVPD) on a structure of composition C15H45KO20P5 in a non-equilibrium geometry.

## Properties
charge	+1
HOMO	-12.67	eV
spin multiplicity	1

```
86
Properties=species:S:1:pos:R:3:forces:R:3
K 0.37025 -0.59835 0.55417 0.014 0.501 -0.130
C 3.86686 1.73618 -0.42186 -0.465 -0.214 -0.874
O 4.39903 0.42459 -0.19149 -0.062 -0.518 -0.732
P 3.95869 -0.77307 -1.14691 0.112 -0.199 0.189
O 2.57051 -1.24146 -0.95365 0.501 0.196 -0.228
O 5.03497 -1.88643 -0.82205 -0.491 0.365 0.171
C 6.41306 -1.57097 -0.91803 1.452 0.824 0.102
O 4.32548 -0.32485 -2.64256 -0.288 0.069 1.049
C 3.39391 -0.40814 -3.71189 -0.580 0.070 -0.755
H 2.92610 1.70443 -0.98581 -0.149 -0.235 0.359
H 4.53071 2.27816 -1.09713 0.311 0.219 0.569
H 3.68076 2.17565 0.55020 0.254 0.252 -0.058
H 6.66018 -0.53958 -0.64095 -0.571 0.038 0.036
H 6.81051 -1.67749 -1.92799 -0.300 -0.422 -0.036
H 6.99926 -2.15282 -0.20924 -0.363 -0.482 -0.161
H 3.71109 -1.16622 -4.42835 0.199 0.058 0.075
H 3.35235 0.56243 -4.20789 0.163 -0.044 0.004
H 2.37415 -0.65876 -3.41345 0.197 0.014 0.411
C 0.32555 -3.16933 -2.16168 0.674 -0.166 -0.200
O -0.87691 -2.53001 -2.60343 -0.066 0.376 -0.135
P -0.86095 -1.00069 -3.02885 -0.640 -0.015 -0.994
O -0.42007 -0.00482 -2.04682 -0.261 -0.284 -0.033
O -2.33935 -0.79772 -3.60098 0.454 0.089 1.178
C -2.97208 -1.78276 -4.42098 0.335 -0.432 -0.265
O 0.01283 -0.99270 -4.37186 0.122 -0.564 0.217
C -0.01617 0.18453 -5.17051 -0.073 0.672 -0.534
H 0.28856 -3.36722 -1.09078 -0.087 0.207 0.008
H 0.45039 -4.12509 -2.67181 -0.315 0.072 -0.089
H 1.19696 -2.55995 -2.40360 -0.032 -0.018 0.275
H -2.25370 -2.53708 -4.75059 0.033 0.211 -0.199
H -3.38286 -1.24623 -5.27321 -0.145 -0.196 0.006
H -3.73435 -2.33962 -3.87447 -0.115 0.406 0.157
H -1.02984 0.57934 -5.25373 0.014 0.101 0.292
H 0.28453 -0.01497 -6.19901 0.189 -0.551 0.200
H 0.66291 0.94208 -4.78074 -0.127 0.023 0.209
C -2.79926 -4.19854 -0.39594 -0.563 -1.264 -0.546
O -3.73680 -3.15450 -0.68576 0.592 0.590 0.595
P -3.61975 -1.73957 0.04874 -0.301 0.189 -0.530
O -2.24945 -1.26147 0.34993 -0.947 -0.653 0.081
O -4.39345 -0.77557 -0.93429 0.511 -0.178 0.501
C -5.76728 -0.96732 -1.24722 -0.895 -0.184 -0.832
O -4.65927 -1.86366 1.25559 0.248 0.153 -0.267
C -4.41322 -2.78439 2.31398 0.595 -0.355 0.609
H -3.33660 -5.04651 0.04160 -0.097 0.291 0.246
H -1.98037 -3.93172 0.26513 0.060 0.382 -0.172
H -2.47150 -4.59226 -1.35672 0.479 0.317 0.036
H -6.13101 -1.95934 -0.98331 0.075 0.083 0.345
H -5.91893 -0.88994 -2.32665 0.436 0.080 0.005
H -6.38766 -0.18485 -0.81434 0.183 -0.086 0.392
H -5.33140 -3.08113 2.81321 -0.242 0.380 -0.232
H -3.74640 -2.32110 3.04248 -0.060 0.012 0.040
H -3.94137 -3.71257 1.98437 -0.006 0.111 -0.271
C -3.09426 1.13947 2.68411 1.056 -0.497 -0.136
O -2.86445 2.51117 2.38619 -0.118 0.751 0.103
P -1.82026 3.01333 1.30141 -0.007 -0.778 0.307
O -0.69300 2.06787 1.10310 -0.437 0.529 0.069
O -2.68780 3.29230 0.00906 0.202 0.634 0.048
C -3.28468 2.20552 -0.69488 0.204 -0.881 -0.125
O -1.46979 4.47388 1.83734 -0.418 -1.048 -0.518
C -0.63984 5.27438 0.99297 1.002 0.431 0.060
H -3.66546 0.64110 1.90307 -0.232 0.172 0.060
H -3.56754 1.04867 3.65674 -0.216 0.275 -0.069
H -2.12136 0.64004 2.73332 -0.114 -0.111 0.029
H -3.28787 2.41096 -1.76197 0.039 0.254 0.051
H -4.30509 2.01897 -0.36036 -0.004 0.264 0.139
H -2.70292 1.29352 -0.54181 0.013 0.018 -0.069
H 0.41759 5.04991 1.16766 -0.135 -0.206 0.087
H -0.77246 6.31209 1.28836 -0.309 -0.037 -0.133
H -0.81615 5.13358 -0.07278 -0.383 0.024 0.084
C 1.21144 0.15536 5.24247 -1.523 0.943 -0.114
O 2.58392 0.25421 4.90767 0.163 -0.336 -0.747
P 2.92513 0.89629 3.47844 0.124 0.480 0.579
O 2.13819 0.42395 2.32833 0.280 -0.116 0.214
O 2.74497 2.45955 3.75576 0.241 -0.666 -0.066
C 1.86355 3.29824 3.00050 -0.064 0.456 0.531
O 4.47896 0.65758 3.38236 -0.660 -0.221 -0.317
C 5.38500 0.83449 4.47575 0.317 0.707 0.253
H 1.00766 0.68070 6.17379 0.341 -0.295 0.257
H 0.79400 -0.84922 5.26312 0.690 -0.299 0.186
H 0.56359 0.67737 4.52482 0.314 0.037 -0.194
H 2.10842 3.28040 1.94088 -0.162 -0.083 0.001
H 2.01764 4.29391 3.41994 0.092 -0.004 -0.253
H 0.82061 3.04486 3.19025 0.073 -0.250 -0.305
H 5.93366 -0.08345 4.66833 -0.275 -0.146 -0.029
H 4.86238 1.18738 5.36328 0.021 -0.240 0.061
H 6.10654 1.60497 4.19992 -0.080 -0.055 -0.126
```
Forces are in eV/Å.


Entry 2:
ORCA calculation (ωB97M-V/def2-TZVPD) on a cluster of 5 separate species, C52H114F3NO5P3 in total in a non-equilibrium geometry.

## Properties
charge	+1
HOMO	-4.83	eV
spin multiplicity	1

```
178
Properties=species:S:1:pos:R:3:forces:R:3
C 6.86397 -3.41080 6.42884 -0.197 -1.737 -0.461
C 7.12222 -2.02564 6.90423 0.136 0.572 -0.050
C 6.64883 -1.60658 8.30458 -0.266 0.585 0.323
C 5.10383 -1.28732 8.43130 0.444 -0.448 0.061
P 4.24728 -1.46291 10.05679 1.828 -1.010 -0.286
C 4.13719 -3.29692 10.40862 -1.303 0.222 0.265
C 3.01263 -4.19676 9.68793 2.155 0.308 -0.993
C 3.46953 -4.58838 8.20318 -0.762 -0.297 0.927
C 2.54976 -5.66710 7.56543 -0.238 0.908 1.136
C 2.58237 -0.77877 10.01270 0.845 -1.495 0.222
C 2.54809 0.70626 10.01394 -0.556 0.942 0.264
C 1.09384 1.21593 10.20052 0.566 2.494 0.236
C 1.05536 2.70581 10.80812 -0.617 -1.208 -0.476
C 5.26878 -0.53205 11.34048 -0.339 -1.178 -0.338
C 6.51672 -1.27731 11.87505 1.022 0.289 -0.076
C 7.66274 -0.33367 12.41211 -0.556 -0.018 0.489
C 8.72030 0.15167 11.37686 -1.957 -1.146 0.500
H 7.42743 -3.60130 5.51543 -0.004 0.287 -0.209
H 5.86303 -3.76745 6.18590 -0.285 0.374 0.342
H 7.33003 -4.11704 7.11594 -0.258 -0.187 0.324
H 6.81318 -1.29100 6.16065 -0.082 0.110 0.018
H 8.21073 -2.07113 6.87015 0.197 0.947 0.470
H 7.14150 -0.67036 8.56702 0.181 0.082 -0.099
H 7.04800 -2.29823 9.04645 -0.427 -0.387 0.001
H 4.57011 -1.93541 7.73614 -0.261 0.020 0.022
H 4.94126 -0.25848 8.11013 -0.056 0.044 -0.120
H 3.88641 -3.35056 11.46802 0.017 0.176 0.277
H 5.12058 -3.76350 10.35066 0.064 0.166 -0.381
H 2.01611 -3.78242 9.84080 0.034 0.140 -0.429
H 3.04593 -5.13066 10.24902 -0.103 -0.024 0.092
H 4.51235 -4.88465 8.31645 0.075 -0.181 -0.198
H 3.43822 -3.75574 7.50045 0.051 0.276 0.237
H 1.59124 -5.15388 7.64242 -0.377 -0.254 -0.819
H 2.38044 -6.55983 8.16748 0.567 -0.127 0.086
H 2.80581 -5.94134 6.54204 -0.077 0.224 0.137
H 2.14798 -1.19806 10.92023 -0.330 -0.001 0.117
H 2.11875 -1.28359 9.16517 -0.342 0.250 -0.147
H 3.06832 1.07921 9.13169 -0.551 0.244 -0.388
H 3.17512 1.11007 10.80884 -0.152 -0.152 0.423
H 0.47292 0.57177 10.82311 0.269 -0.208 0.001
H 0.59839 1.33636 9.23713 0.049 -0.431 -0.088
H 1.75487 3.36148 10.28959 0.011 -0.059 0.076
H 1.16402 2.79709 11.88885 0.565 -0.405 0.005
H 0.04790 3.09346 10.65687 0.011 0.091 -0.317
H 4.61429 -0.36745 12.19642 -0.179 0.297 -0.102
H 5.49471 0.42536 10.87099 0.096 0.051 0.011
H 6.96057 -1.94966 11.14086 -0.040 0.088 -0.264
H 6.20801 -1.94614 12.67847 -0.114 0.132 0.104
H 8.17076 -0.83849 13.23381 0.119 -0.362 -0.151
H 7.17044 0.47338 12.95469 -0.041 0.450 -0.277
H 9.38700 0.90998 11.78746 -0.011 -0.237 -0.237
H 8.13998 0.49567 10.52072 0.426 0.462 -0.209
H 9.19106 -0.78553 11.08002 0.679 0.379 -0.206
C 2.41012 -3.93883 -7.72931 0.148 0.562 0.473
C 3.21935 -3.40720 -6.55633 0.343 -0.932 1.101
C 3.68889 -1.99244 -6.55091 -0.803 1.301 0.400
C 4.35592 -1.59132 -5.16482 0.313 -0.539 -1.624
P 4.72040 0.14431 -4.92098 2.268 -0.200 -1.151
C 3.25078 1.09943 -4.73636 -1.167 -0.368 0.535
C 2.19755 0.53119 -3.68013 0.290 0.775 -0.545
C 0.96687 1.48043 -3.41368 0.882 -0.866 -0.363
C 0.01265 1.65274 -4.62537 0.944 -0.685 0.164
C 5.76609 0.32616 -3.45187 0.069 0.069 -0.145
C 6.84794 -0.77259 -3.26373 -0.270 0.260 -0.696
C 8.14449 -0.67379 -4.10710 0.739 -0.725 -0.151
C 8.95248 -1.98807 -4.16926 -0.238 -0.190 0.524
C 5.80608 0.64714 -6.36500 -1.932 -0.322 0.558
C 5.00357 1.06512 -7.62577 0.398 0.335 1.663
C 5.94730 1.25412 -8.79113 -0.242 -0.431 -1.539
C 6.72299 0.02346 -9.29500 0.000 0.202 0.829
H 2.77591 -3.57951 -8.69118 -0.162 0.214 -0.020
H 1.39426 -3.61020 -7.50995 -0.241 -0.380 -0.791
H 2.52556 -5.02253 -7.74871 -0.498 0.057 0.035
H 4.02639 -4.12177 -6.39453 0.366 0.251 0.287
H 2.61909 -3.38220 -5.64684 -0.295 -0.980 0.080
H 2.78450 -1.38764 -6.61732 -0.263 0.241 -0.245
H 4.22169 -1.77901 -7.47756 0.771 0.292 0.430
H 5.29850 -2.13800 -5.19229 0.178 0.122 0.496
H 3.80835 -1.87307 -4.26544 -0.333 -0.529 -0.251
H 2.81099 1.13857 -5.73292 -0.230 0.068 -0.043
H 3.60708 2.10697 -4.52183 -0.260 0.195 0.292
H 2.65749 0.22802 -2.73958 0.402 0.840 0.290
H 1.85800 -0.46885 -3.94981 -0.370 0.109 -0.886
H 1.28376 2.45252 -3.03588 0.251 -0.009 -0.111
H 0.55768 0.95844 -2.54870 -0.869 0.299 -0.141
H 0.54247 1.93375 -5.53554 0.372 0.613 0.146
H -0.76587 2.39589 -4.45296 -0.077 -0.347 0.055
H -0.34856 0.67753 -4.95188 -0.693 -0.045 0.464
H 5.00721 0.36130 -2.67022 0.311 -0.244 0.553
H 6.21809 1.31773 -3.47585 -0.087 0.180 -0.104
H 6.32937 -1.68409 -3.56099 0.410 -0.368 0.441
H 7.08614 -0.83110 -2.20169 0.049 -0.096 -0.085
H 8.90574 0.02414 -3.75855 -0.542 0.520 0.525
H 8.04895 -0.40270 -5.15852 -0.813 0.214 0.010
H 8.40747 -2.86350 -4.52236 -0.232 0.182 -0.443
H 9.29641 -2.31598 -3.18830 0.178 0.297 0.151
H 9.82221 -1.80642 -4.80068 0.005 -0.256 0.026
H 6.27922 -0.30431 -6.60783 0.555 0.177 0.186
H 6.48230 1.39773 -5.95580 0.222 -0.083 -0.416
H 4.45023 1.98013 -7.41442 0.282 0.395 -0.061
H 4.18082 0.35508 -7.70950 0.306 -0.372 -0.832
H 6.66096 2.06217 -8.63034 -0.203 0.155 0.285
H 5.33163 1.53010 -9.64721 -0.046 0.441 -0.032
H 7.25245 0.24104 -10.22258 -0.330 -0.017 -0.101
H 6.02568 -0.80576 -9.41441 0.184 -0.170 -0.229
H 7.51073 -0.26293 -8.59819 -0.048 -0.211 0.162
C -6.47068 -0.66146 -7.43790 -0.428 0.300 -1.053
C -7.87956 -1.25289 -7.65716 -0.115 0.954 0.490
C -8.62724 -1.19946 -6.33383 1.578 -1.040 1.248
C -10.11357 -1.28471 -6.38440 -0.415 0.288 -0.793
P -11.01324 -0.55571 -5.00552 0.332 -0.025 -0.405
C -12.84252 -0.85551 -5.21908 1.343 1.487 0.304
C -13.23835 -0.51841 -6.66939 0.267 -0.848 0.062
C -14.63374 0.00176 -6.83582 -1.288 -0.727 0.864
C -15.13714 -0.05883 -8.23986 0.858 -0.209 -1.208
C -10.51214 -1.37450 -3.45676 0.225 0.349 -0.555
C -9.16228 -1.08499 -2.84595 0.988 2.195 -0.204
C -8.99007 -1.73148 -1.48898 0.223 -1.555 0.087
C -7.64448 -1.52948 -0.73300 -1.644 0.197 -0.289
C -10.58822 1.24626 -4.91249 -0.930 -0.702 -0.098
C -10.83813 2.18286 -6.11662 0.202 -0.204 -0.468
C -10.73603 3.66814 -5.82557 0.019 1.070 0.189
C -9.41532 4.17000 -5.16636 -0.308 -1.147 -0.328
H -6.47039 0.40594 -7.65865 -0.163 0.084 -0.308
H -5.85062 -1.14375 -8.19356 0.655 0.163 0.540
H -6.09054 -0.65369 -6.41636 0.077 -0.921 -0.060
H -7.83829 -2.26150 -8.06837 -0.028 -0.037 0.174
H -8.42329 -0.64005 -8.37612 0.085 0.044 -0.299
H -8.31206 -0.32388 -5.76630 0.071 0.255 -0.140
H -8.21634 -2.05235 -5.79361 -0.043 0.021 0.538
H -10.43940 -2.31048 -6.55677 -0.277 0.101 -0.226
H -10.25412 -0.64746 -7.25747 -1.257 -0.169 -0.220
H -13.33330 -0.15886 -4.53946 0.028 0.156 0.229
H -13.06096 -1.84606 -4.82006 -0.069 -0.163 -0.481
H -13.15947 -1.48011 -7.17634 0.078 0.164 -0.566
H -12.56066 0.19358 -7.14048 0.302 -0.198 0.053
H -14.77710 1.01074 -6.44915 0.222 0.044 0.228
H -15.28759 -0.66375 -6.27220 -0.145 0.117 0.485
H -16.19447 0.18378 -8.34607 0.269 0.345 -0.060
H -14.97721 -1.03251 -8.70297 -0.246 -0.406 0.342
H -14.45528 0.54023 -8.84342 -0.538 0.654 -0.355
H -10.46979 -2.44411 -3.66231 -1.049 -0.192 0.130
H -11.27696 -1.00133 -2.77567 -0.273 -0.789 0.343
H -9.05310 -0.00245 -2.78048 -0.204 0.409 0.571
H -8.33550 -1.24761 -3.53740 0.023 -0.917 0.016
H -9.09275 -2.79776 -1.69056 0.169 -0.420 0.023
H -9.87487 -1.58119 -0.87041 0.090 0.673 0.203
H -7.55597 -0.45712 -0.55889 0.777 -0.017 -0.239
H -6.84923 -2.03309 -1.28261 0.215 0.567 0.065
H -7.70628 -1.97381 0.26040 -0.048 -0.165 -0.111
H -9.56940 1.31137 -4.53054 0.015 0.018 -0.085
H -11.25799 1.48312 -4.08581 0.025 0.645 0.266
H -11.81540 2.08587 -6.58952 -0.239 -0.486 0.418
H -10.16451 1.98699 -6.95086 0.431 -0.436 0.174
H -11.64108 3.95883 -5.29221 0.219 0.077 0.775
H -10.96356 4.15522 -6.77377 0.596 0.127 -0.268
H -9.37644 3.78429 -4.14763 -0.039 0.443 0.247
H -9.17363 5.23206 -5.20729 -0.652 -0.007 0.140
H -8.55559 3.69421 -5.63815 0.022 -0.159 -0.357
C 4.25993 9.14171 4.22465 -0.165 3.370 -4.643
O 3.50550 8.14417 3.57283 -1.105 -3.537 0.803
O 4.03442 10.27193 3.43864 0.294 -1.552 3.145
C 4.03370 9.06237 5.74317 -1.143 1.059 -0.082
F 4.95045 8.19365 6.15309 0.905 -0.483 1.513
F 4.18287 10.25568 6.40667 0.079 -1.285 -0.439
F 2.83571 8.53555 6.18585 0.596 0.595 -0.450
C 3.81031 6.74450 3.83038 -1.004 0.129 -1.370
C 2.86609 5.92042 2.98731 -0.657 -0.515 -1.146
H 3.04003 4.84836 3.07975 0.225 -0.194 0.481
H 1.79361 6.05191 3.13083 0.040 0.387 0.298
H 3.06661 6.08270 1.92828 -0.122 0.409 -0.149
H 3.71477 6.29455 4.81858 0.238 0.960 0.654
H 4.74869 6.41727 3.38266 0.867 0.631 0.498
H 5.27731 8.80581 4.02412 0.949 -0.048 0.868
N 1.13832 -2.69581 2.51781 0.017 -0.692 0.366
O 2.24969 -2.31435 2.17321 1.831 1.109 -0.519
O 0.54080 -2.19205 3.45279 -0.742 1.663 1.866
O 0.62982 -3.65200 1.96547 -1.027 -2.072 -1.730
```
Forces are in eV/Å.


Entry 3:
ORCA calculation (ωB97M-V/def2-TZVPD) on a structure of composition C2H4N4O2 in a non-equilibrium geometry.

## Properties
charge	0
HOMO	-8.14	eV
spin multiplicity	1

```
12
Properties=species:S:1:pos:R:3:forces:R:3
C 0.49300 0.86386 -0.91250 1.834 5.592 -1.144
C -0.18169 -0.75232 0.38904 4.644 -5.574 0.045
H 0.86926 2.73538 -1.64738 0.496 -3.538 -0.089
H -1.77794 -0.68717 2.01220 -1.067 3.384 -3.767
H 0.59863 -2.50466 0.66914 -2.756 1.710 1.817
H 1.82169 -0.89479 -0.54366 -2.862 2.154 -0.238
N -0.50687 1.30146 -0.25609 -2.160 1.848 -1.503
N -0.99639 0.19656 0.30158 -4.716 1.717 2.783
N -0.25772 -1.87914 1.09166 2.459 -0.091 -2.408
N 0.89351 -0.29817 -0.46182 2.633 -5.072 0.390
O 1.17044 1.73361 -1.79001 -0.841 0.750 1.442
O -2.12591 0.18540 1.14783 2.335 -2.881 2.671
```
Forces are in eV/Å.


Entry 4:
ORCA calculation (ωB97M-V/def2-TZVPD) on a cluster of 2 separate species, C6H14 in total.

## Properties
SMILES	C/C=C(\C)CC.[H][H]
charge	0
HOMO	-8.73	eV
spin multiplicity	1

```
20
Properties=species:S:1:pos:R:3:forces:R:3
C 2.59674 -0.01766 -0.45643 0.037 0.034 -0.013
C 1.24871 -0.69441 -0.42006 -0.190 0.059 -0.039
C 0.06328 -0.07719 -0.41447 0.176 -0.103 -0.025
C -0.05992 1.42599 -0.41111 0.015 0.029 0.026
C -1.21632 -0.89650 -0.43942 -0.007 -0.071 -0.055
C -2.40897 -0.32201 0.33162 -0.029 0.047 0.046
H 2.81581 0.50299 0.48646 -0.020 -0.080 -0.144
H 3.39732 -0.74570 -0.62151 -0.150 0.115 0.045
H 2.65831 0.72408 -1.26133 -0.001 -0.093 0.139
H 1.25288 -1.78549 -0.39368 -0.012 0.169 -0.009
H -0.81099 1.75858 0.31567 0.131 -0.074 -0.121
H 0.88467 1.91200 -0.14888 -0.140 -0.106 -0.092
H -0.37402 1.80687 -1.39292 0.011 -0.078 0.135
H -0.98786 -1.89747 -0.05207 -0.023 0.143 -0.102
H -1.52065 -1.03956 -1.48718 0.026 0.057 0.141
H -2.75859 0.62296 -0.09926 0.061 -0.157 0.054
H -3.24766 -1.02621 0.30073 0.129 0.116 0.005
H -2.16980 -0.13827 1.38590 0.000 -0.047 -0.180
H 0.63847 -0.19250 2.24920 -0.271 0.114 0.146
H -0.00140 0.07952 2.52874 0.258 -0.073 0.044
```
Forces are in eV/Å.